1.
Below is C4H10BrO6P2 as an isolated structure in a non-equilibrium geometry, with properties calculated with ωB97M-V with the def2-TZVPD basis set.

```
23
Properties=species:S:1:pos:R:3:forces:R:3
C -2.230 0.388 -0.182 -1.594 1.890 2.113
C 0.664 -2.516 -0.811 1.054 0.102 0.864
C 1.285 2.128 -0.847 1.557 -0.363 2.112
C 1.117 -0.451 1.776 1.118 2.151 1.029
O -1.534 -0.452 2.597 -0.287 -0.220 0.104
O -0.491 1.814 1.720 0.340 -3.107 0.772
O -0.911 0.441 -2.564 0.552 0.435 -0.092
O -0.928 -0.143 -0.055 0.319 -0.220 -1.809
O 0.356 -1.532 -1.793 -0.227 -1.184 -0.997
O 1.244 0.691 -1.008 -0.512 -0.984 -0.638
P -0.408 0.290 2.021 -0.130 3.591 -0.531
P -0.082 -0.095 -1.481 0.056 1.965 1.601
Br 1.397 -1.704 3.200 0.366 -1.082 0.609
H -2.631 0.182 -1.118 -0.380 0.209 -1.888
H -2.280 1.517 0.133 0.332 -2.190 -0.795
H -2.885 -0.169 0.479 0.234 0.045 0.618
H 1.663 -2.820 -1.010 1.122 -0.297 -0.417
H 0.113 -3.495 -0.861 -0.429 1.621 0.212
H 0.803 -1.890 0.090 -0.723 -1.325 0.705
H 1.026 2.457 0.206 0.097 -0.810 -1.121
H 0.563 2.465 -1.507 -1.055 1.499 -1.408
H 2.342 2.469 -1.047 -1.226 -0.443 -0.207
H 1.805 0.426 2.063 -0.586 -1.286 -0.836
```
Positions in Å, forces in eV/Å.

Values from the calculation:
net charge: -1
multiplicity: 1
energy relative to the best compared isomer or geometry (same formula, charge and spin): 34.1 kcal/mol

Results of the Löwdin charge analysis, in e, for atoms 1 through 2: number 1, C, carries -0.145; number 2, C, carries -0.084


2.
Below is one molecule with the formula C4H10BrOP in a non-equilibrium geometry, with properties calculated with ωB97M-V with the def2-TZVPD basis set.

```
17
Properties=species:S:1:pos:R:3:forces:R:3
C 0.061 -2.618 0.140 -1.561 -0.894 1.592
C -0.552 -1.382 0.802 0.410 0.453 -0.179
P 0.361 -0.001 -0.011 -0.423 -0.205 -6.621
O 0.324 -0.141 -1.744 0.268 -0.068 7.261
Br 2.452 -0.161 0.754 -0.560 0.282 -0.048
C -0.440 1.638 0.271 0.265 -1.705 -2.565
C 0.189 2.591 -0.758 0.912 2.022 0.037
H -0.610 -3.461 0.432 0.978 0.209 0.193
H -0.024 -2.624 -0.919 0.628 0.433 -0.927
H 1.067 -2.661 0.589 -0.309 -0.721 -0.755
H -0.494 -1.563 1.894 0.306 0.884 -0.492
H -1.596 -1.149 0.581 -0.047 -0.325 -0.302
H -1.386 1.294 -0.193 -0.059 0.332 0.492
H -0.570 1.775 1.301 -0.055 1.029 1.445
H -0.437 3.517 -1.106 0.889 -1.945 0.872
H 1.192 2.990 -0.422 -1.102 -0.232 0.005
H 0.463 1.955 -1.612 -0.540 0.453 -0.008
```
Positions in Å, forces in eV/Å.

Values from the calculation:
multiplicity: 1
energy relative to the best compared isomer or geometry (same formula, charge and spin): 25.5 kcal/mol
structure (SMILES): CCP(=O)(Br)CC

Results of the Löwdin charge analysis, in e, for atoms 1 through 2: number 1, C, carries -0.187; number 2, C, carries -0.381


In eV, the Kohn-Sham gap values for the records above are, in order, 7.33, 9.90.
In eV, the highest occupied orbital energy values for the records above are, in order, -4.00, -9.51.
In eV, the energy values for the records above are, in order, -105218.4891, -85688.6402.